DFT (ωB97M-V with the def2-TZVPD basis set) results for C46H26MoN10O3 as an isolated structure.

The calculation puts the LUMO energy (alpha / beta) at -1.09 / -1.97 eV. Its frontier orbital gap (alpha / beta) is 5.59 / 5.78 eV. The expectation value of S² is 2.063.

The geometry in ORCA input format:
```
! RIJCOSX wB97M-V def2-TZVPD def2/J DEFGRID3
* xyz 0 3
Mo -0.1250 -0.6315 0.4378
O -4.0068 1.1587 -3.0969
O 1.0691 -2.0516 1.2432
O -0.7286 1.0876 -0.4362
N -0.5296 0.3014 2.3087
N 0.7153 -1.5136 -1.3132
N -1.1371 -2.9159 -2.0062
N -2.4285 -0.9157 3.1972
N -1.3762 -2.0097 1.3825
N -1.7047 -1.0132 -0.6606
N 1.1964 1.9944 2.2901
N -2.2639 -0.1304 -1.5101
N 1.7122 0.4326 0.4870
N 2.9917 -0.7344 -1.2219
C 0.0437 -2.4654 -2.1233
C -1.7045 1.0328 -1.3014
C 2.1070 -5.4228 0.4572
C -2.6806 2.8284 5.5431
C 2.0221 1.3898 1.4179
C 2.8427 0.1093 -0.1988
C 0.8728 -3.8551 -4.1642
C -3.7560 3.4755 -3.3129
C -3.3172 2.2693 -2.7693
C -4.5458 -5.3494 1.5585
C 5.2883 0.9498 -0.0369
C 0.9230 -6.0075 0.0205
C 2.1170 -4.1090 0.8812
C 4.2277 2.6078 2.0136
C -3.1131 -3.1315 2.2621
C -1.9321 -2.4355 -0.8998
C -2.1855 2.2615 -1.9389
C 6.0910 1.8361 0.6573
C 0.9495 -3.3400 0.8853
C -1.9450 4.6499 -2.2366
C 2.0055 -1.4394 -1.7124
C 2.2126 -2.3203 -2.8772
C 2.0009 -4.1159 -4.9343
C 3.3426 -2.5730 -3.6304
C -3.4770 -4.9641 0.7554
C 0.0548 1.5167 2.6587
C -1.6288 0.1068 3.1119
C 3.9432 0.9012 0.3112
C 1.0088 -2.9412 -3.1389
C -0.2408 -5.2610 0.0401
C -1.6401 3.7125 5.2469
C -1.5103 3.4592 -1.6918
C -1.5613 -3.1472 0.4900
C -4.8879 -4.6360 2.7054
C -0.2597 -3.9405 0.4771
C -2.7783 1.5971 4.9052
C 3.2181 -3.4846 -4.6719
C -4.1749 -3.5019 3.0661
C -1.8118 1.2985 3.9653
C 3.4215 1.7134 1.3140
C 5.5651 2.6565 1.6698
C -2.2406 -1.9490 2.3305
C -2.7446 -3.8518 1.1301
C -0.6680 3.3945 4.3062
C -0.7842 2.1731 3.6704
C -3.0776 4.6480 -3.0487
H -3.4320 5.5741 -3.4836
H -1.4136 5.5694 -2.0347
H 6.2245 3.3395 2.1896
H -5.1294 -6.2174 1.2804
H -3.2513 -5.5188 -0.1449
H -5.7256 -4.9618 3.3073
H -3.5570 0.3805 -2.7081
H -3.4201 3.1098 6.2811
H 4.2798 -2.0805 -3.4093
H 7.1445 1.9034 0.4190
H 0.9068 -7.0303 -0.3298
H -4.6305 3.4587 -3.9494
H 3.0283 -5.9916 0.4548
H -2.9852 -2.5943 -1.1302
H -1.1574 -5.7176 -0.3069
H 3.0308 -3.6264 1.2038
H 1.9381 -4.8225 -5.7517
H -4.4380 -2.9134 3.9347
H -0.6403 3.4298 -1.0490
H 3.8162 3.2379 2.7902
H -3.5731 0.8977 5.1261
H 0.1444 4.0695 4.0742
H -1.5925 4.6632 5.7617
H -0.0749 -4.3411 -4.3522
H 5.6802 0.3159 -0.8205
H 4.0770 -3.7123 -5.2895
*
```

DFT (ωB97M-V with the def2-TZVPD basis set) results for C46H32BrN7O8STa as an isolated structure.

The calculation puts the LUMO energy at -4.46 eV. Its frontier orbital gap is 5.58 eV.

The geometry in ORCA input format:
```
! RIJCOSX wB97M-V def2-TZVPD def2/J DEFGRID3
* xyz 1 1
Ta 0.1171 0.1914 -0.0324
Br 6.7115 1.2562 3.2850
S -1.6000 -7.3571 -0.1744
O 1.9853 0.2986 0.8584
O 1.0109 -1.5429 -3.0533
O -5.6657 3.0972 -3.0826
O -1.0507 2.9869 1.9197
O 2.1453 -1.4879 -0.3630
O 0.7835 0.3244 -1.8140
O -4.1238 4.7220 -3.4843
O -0.3604 0.8571 1.7623
N -2.5418 -0.5570 0.9333
N 0.0904 -1.7371 1.2001
N -1.0332 -1.4345 -1.1509
N 0.8141 2.3903 -0.2747
N -1.6414 1.4516 -0.6867
N -0.8936 -6.4789 0.9767
N -1.9101 -6.2026 -1.2538
C 0.5397 2.3021 -3.8897
C -4.8772 -1.9529 0.4539
C 2.2212 0.3944 -3.7353
C 5.9676 -0.0012 2.0948
C -1.4524 -5.0712 -0.7419
C -1.3802 2.6994 -1.1488
C -2.2913 3.4324 -1.8765
C 3.9844 1.7920 -5.3843
C 0.7199 -3.0082 3.1108
C -4.5898 3.7005 -2.9620
C -3.3533 -0.1909 -0.0514
C -0.9937 -2.6918 -0.6788
C -1.5773 -1.2209 -2.3471
C -3.5626 2.9378 -2.0960
C 0.6208 -1.8061 2.4168
C -3.8890 1.7444 -1.4724
C 0.2340 4.5924 -0.9985
C -4.0642 -2.2947 1.5270
C 6.1999 -1.9681 0.7377
C -4.5256 -0.8817 -0.3472
C -0.3797 -2.8583 0.6289
C 4.1058 -0.8069 0.8313
C 4.8775 -1.8578 0.3435
C 4.3053 0.5271 -4.9117
C 1.3129 -0.4010 -2.8793
C -2.9373 1.0263 -0.7860
C 0.2547 -4.1662 2.5274
C -0.3180 -4.0957 1.2568
C 4.6447 0.1263 1.7120
C 3.8577 -1.5764 -3.6559
C 1.8688 1.6672 -4.1994
C -0.8693 -5.2305 0.5375
C 3.4390 -0.2002 -4.1048
C -0.0642 3.2522 -0.8039
C 1.4857 5.0613 -0.6579
C -2.1171 -3.5274 -2.6188
C -2.1433 -2.2398 -3.1025
C 6.7501 -1.0409 1.6131
C 2.7023 -0.6928 0.3971
C 2.0350 2.8527 0.0371
C 2.7551 2.3367 -5.0289
C 2.4070 4.1680 -0.1414
C 4.9444 2.5603 -6.2468
C -0.8205 1.9234 2.4169
C -1.5290 -3.7667 -1.3761
C -2.9005 -1.5731 1.7165
H 4.4166 3.1866 -6.9649
H 1.7346 6.1050 -0.7941
H 2.7307 2.1444 0.4477
H -5.1439 -0.5904 -1.1835
H 0.3151 -5.1215 3.0323
H -4.3224 -3.1020 2.1979
H 3.3473 -2.3476 -4.2332
H 0.3931 3.1928 -4.4973
H 3.4051 4.4754 0.1347
H 7.7828 -1.1241 1.9224
H 6.8123 -2.7776 0.3646
H 3.6182 -1.7588 -2.6087
H 4.0387 0.9334 2.0996
H -2.0699 4.3973 -2.3113
H -5.7832 -2.5081 0.2504
H -2.2271 -1.8108 2.5339
H 5.5663 3.2158 -5.6336
H 0.9700 -0.8743 2.8384
H 5.6082 1.8920 -6.7932
H -1.5601 -0.2046 -2.7147
H 5.2545 0.0826 -5.1888
H 4.9309 -1.6960 -3.7964
H -0.5121 5.2623 -1.3951
H -0.9781 1.7086 3.4824
H -4.9190 1.4232 -1.5477
H 2.4740 3.3091 -5.4170
H -0.2951 1.6272 -4.0941
H 4.4350 -2.5712 -0.3379
H -2.5371 -4.3531 -3.1781
H 0.4777 2.5956 -2.8425
H 1.1625 -3.0134 4.0963
H -2.5802 -2.0042 -4.0620
*
```

DFT (ωB97M-V with the def2-TZVPD basis set) results for C46H32Cl3ErIN7O8S5 as an isolated structure.

The calculation puts the LUMO energy (alpha / beta) at 2.77 / 2.77 eV. Its frontier orbital gap (alpha / beta) is 4.28 / 4.29 eV. The expectation value of S² is 3.752.

The geometry in ORCA input format:
```
! RIJCOSX wB97M-V def2-TZVPD def2/J DEFGRID3
* xyz -2 4
Er -1.2694 -1.3307 0.3937
I -4.0802 -2.5218 -0.8724
Cl 3.1706 3.6881 4.7250
Cl 8.6880 0.1993 -2.1065
Cl 2.6758 3.4396 -0.5832
S -3.6230 0.4930 1.7117
S -1.7328 4.3896 1.8758
S 7.2325 -0.9424 -4.4558
S -0.6025 1.7474 0.9930
S -4.3470 3.2966 2.5373
O 0.0116 -4.1759 -3.8388
O 1.3128 -6.0261 0.2929
O -0.1195 -3.3988 0.7935
O -0.9706 -2.3821 -1.6227
O 0.5485 -6.7596 -2.4706
O -3.7154 5.8464 2.8277
O 5.0970 2.3181 -1.5360
O 0.4828 -1.0243 2.1572
N 3.0874 -0.0743 -1.0919
N 0.0053 0.4618 3.7900
N -6.9664 7.4236 -3.5663
N -3.2637 1.8499 -2.5858
N 0.9208 -0.3842 -0.7444
N -2.2015 0.2189 -1.5410
N 1.4721 -1.2770 4.1851
C -5.5545 -5.6679 1.7285
C -3.4469 -4.1701 4.3786
C 5.1428 1.3870 -0.4762
C -2.2155 -2.3220 3.4503
C 4.5430 1.9836 0.7826
C -3.1570 2.1288 1.9100
C -1.9407 2.6467 1.6098
C -2.8857 1.3151 -1.3916
C 1.8506 -2.6581 3.9289
C 5.8166 -0.1662 -5.0605
C -3.3438 4.7425 2.4887
C 4.6632 2.0474 3.2058
C -2.5866 -3.1235 4.5449
C 5.1052 1.5689 1.9887
C -4.4986 3.7257 -1.6604
C 2.4518 0.0828 -2.3000
C -2.7670 0.9944 -3.5605
C -4.0147 -4.4084 3.1099
C 2.1108 -0.3328 -0.1777
C -4.3370 3.4625 -4.0460
C 6.2523 2.3719 -2.3419
C -3.6288 -3.5660 2.0138
C 7.3777 0.2572 -3.2145
C 6.3956 1.2023 -3.2735
C -5.0919 4.6010 -4.2244
C -6.3361 6.4875 -3.3402
C -2.6578 -2.5175 2.1514
C 0.6322 -0.6287 3.3171
C 0.4511 -5.6634 -1.9541
C 3.6549 2.9942 3.2136
C -4.9647 -5.4407 2.9379
C -0.3497 -3.4992 -1.5482
C 1.1277 -0.1067 -2.0693
C -4.3237 -3.8301 0.8095
C -4.0281 3.0066 -2.7631
C -5.2356 -4.8345 0.6434
C 4.5198 0.0157 -0.8947
C 3.0540 3.4193 2.0453
C 0.0702 -4.0309 -0.2934
C -2.1273 -0.0041 -2.9004
C -5.2513 4.8663 -1.8339
C 5.4987 0.9410 -4.3450
C 0.6967 -5.3370 -0.5068
C 0.0209 -4.3960 -2.6326
C 3.4868 2.8956 0.8282
C -5.5579 5.3190 -3.1200
H -5.6042 5.4113 -0.9696
H -2.1659 -2.9133 5.5245
H -5.2277 -6.0409 3.8021
H 6.1414 3.2884 -2.9252
H 4.9796 -0.2556 -1.8454
H -6.2844 -6.4571 1.6018
H -5.3281 4.9464 -5.2217
H -4.2789 3.3920 -0.6557
H 4.6471 1.5704 -4.5561
H 5.1060 1.7047 4.1296
H 2.8912 -2.8094 4.2182
H 5.3118 -0.5853 -5.9135
H 2.3093 -0.5062 0.8658
H 1.2125 -3.3596 4.4708
H 0.2022 0.8388 4.6976
H 7.1495 2.4538 -1.7165
H -5.7282 -4.9700 -0.3087
H 2.2375 4.1226 2.0628
H 2.9972 0.2945 -3.2012
H 1.3985 -1.0062 5.1514
H 0.3181 -0.0939 -2.7730
H 1.7207 -2.8528 2.8662
H -3.1489 1.7396 -0.4385
H 6.1932 1.1655 -0.2368
H -0.3936 1.0641 3.0590
H -2.8989 1.1559 -4.6128
H -3.7150 -4.8164 5.2080
H -1.6585 -0.8900 -3.2961
H -1.5535 -1.4915 3.6632
H -3.9856 2.9250 -4.9134
H 4.8014 -0.7129 -0.1320
H 5.9191 0.8538 1.9697
*
```

DFT (ωB97M-V with the def2-TZVPD basis set) results for C46H38Cl5CsN2O4PTe as an isolated structure.

The calculation puts the LUMO energy at 1.96 eV. Its frontier orbital gap is 6.48 eV. The calculation puts the energy relative to the best compared isomer or geometry (same formula, charge and spin) at 10.9 kcal per mole.

The geometry in ORCA input format:
```
! RIJCOSX wB97M-V def2-TZVPD def2/J DEFGRID3
* xyz -1 1
Cs 1.3032 -0.5291 0.6980
Te -2.4884 5.6663 -0.0723
Cl -1.1778 -2.8667 4.6826
Cl 2.8379 -4.4983 -0.6170
Cl 4.7289 -3.3572 -5.5491
Cl -0.4225 -2.6089 1.8793
Cl -2.5358 -4.4278 2.6592
P -2.6607 0.5110 -0.1982
O 0.9821 0.4498 -2.2458
O 1.9848 0.9780 2.4183
O 1.6347 -1.2790 4.2442
O 1.1631 -2.1209 -1.0597
N -3.5747 -0.9954 2.8144
N -0.1104 3.6119 0.3672
C -7.0766 1.9494 -0.1776
C 1.9678 -2.3240 -2.0027
C 0.1006 2.4116 2.4264
C -1.9263 5.9703 1.9320
C 1.4956 -0.1649 6.3031
C -1.7610 -2.8622 3.0130
C -4.4327 1.0272 -0.2448
C -5.2280 0.9924 -1.3883
C -0.3176 6.3217 3.6930
C 2.1226 3.5144 1.4011
C 2.1711 0.0276 8.9981
C 2.1202 -1.4568 -3.1402
C 2.8419 -3.4806 -2.0279
C 0.3565 4.4429 -0.7220
C 1.9999 1.1773 8.2388
C -2.9752 2.4787 4.6768
C -6.5388 1.4480 -1.3574
C 3.6881 -2.9451 -4.2039
C -2.9499 6.0578 2.8767
C 3.8583 4.6381 2.6498
C -0.6067 6.0812 2.3545
C 0.9088 1.3546 2.9755
C -4.9852 1.5307 0.9328
C -0.5098 5.7114 -0.9109
C -1.6217 2.1047 4.1189
C -0.8002 1.1724 4.7370
C -2.6583 6.2907 4.2119
C 4.3861 3.5542 0.5747
C -2.7214 -1.0909 -1.1164
C 0.6563 3.1799 1.2898
C -2.7780 -1.8186 2.8860
C 1.6766 -1.3140 7.0669
C 1.6495 1.0827 6.8986
C -2.0176 1.5860 -1.5475
C 1.9980 -1.2211 8.4122
C -1.3389 6.4405 4.6240
C 1.4909 -0.1518 -3.1764
C 2.9455 -1.8000 -4.2230
C -1.1430 2.7086 2.9565
C 4.7906 4.2879 1.6834
C 1.2100 -0.3029 4.8302
C -6.2969 1.9905 0.9690
C 2.5310 4.2525 2.5091
C 3.0604 3.1758 0.4326
C 3.6609 -3.7841 -3.0780
C 0.4109 0.7599 4.1791
H 1.7989 4.5087 3.2679
H 1.5646 -2.2796 6.5868
H -8.1002 2.3051 -0.1553
H -3.4632 6.3481 4.9348
H 0.3120 3.8365 -1.6318
H -0.0157 6.5741 -0.4647
H -3.9822 5.9309 2.5649
H 1.5028 1.9764 6.3041
H 4.1636 5.2052 3.5217
H -7.1432 1.4172 -2.2568
H -3.0329 3.5508 4.8886
H -0.6681 5.9400 -1.9645
H 4.2944 -4.6604 -3.0384
H 2.1224 -2.1216 9.0018
H 2.7530 2.5824 -0.4229
H 3.0156 -1.1180 -5.0644
H -6.7089 2.3796 1.8931
H 0.7163 6.4076 4.0063
H 2.1438 2.1519 8.6892
H -3.2207 -1.8444 -0.5048
H -1.7438 3.4695 2.4628
H 1.3931 4.7615 -0.5877
H -3.2394 -1.0020 -2.0744
H -2.6571 1.5485 -2.4334
H -3.7713 2.2393 3.9656
H -3.1817 1.9382 5.6023
H -4.3699 1.5514 1.8252
H 5.8288 4.5730 1.7993
H -1.1112 6.6394 5.6637
H 5.1076 3.2745 -0.1833
H -1.9613 2.6087 -1.1718
H 1.5294 0.3361 -4.1748
H 2.4491 0.1033 10.0423
H -1.1265 0.7100 5.6669
H -1.6931 -1.4156 -1.3025
H 0.2117 5.9558 1.6555
H -4.8287 0.6097 -2.3215
H -1.0138 1.2580 -1.8138
*
```

DFT (ωB97M-V with the def2-TZVPD basis set) results for C46H39AsAuBrN2O6P as an isolated structure.

The calculation puts the LUMO energy at -3.98 eV. Its frontier orbital gap is 6.38 eV. The calculation puts the energy relative to the best compared isomer or geometry (same formula, charge and spin) at 29.4 kcal per mole.

The geometry in ORCA input format:
```
! RIJCOSX wB97M-V def2-TZVPD def2/J DEFGRID3
* xyz 1 1
Au -0.4033 1.6202 0.3489
Br -1.0279 2.0118 3.6200
As -2.9214 -3.4304 1.2630
P 0.5408 -0.5220 0.2972
O 2.5209 6.0518 -3.7251
O 0.3887 5.2557 0.5201
O 1.1552 4.8316 -5.1310
O 3.3177 3.1588 0.4503
O -0.9382 3.5176 0.8585
O 1.5252 1.9455 0.6604
N -2.4314 1.3527 -0.0694
N -2.0265 -0.0234 -1.9101
C -4.6683 1.9052 0.5661
C 0.1705 -6.9738 1.8647
C 1.4584 -0.7749 1.8273
C 2.2722 4.0570 4.9226
C 1.6670 -0.6874 -1.0902
C 2.9859 -0.2521 -0.9621
C -2.9016 0.5487 -1.0422
C 2.4594 4.4614 -1.8580
C 1.2145 -1.1950 -2.3099
C -1.8704 -6.1043 0.9356
C 1.8987 6.0530 -5.0089
C -2.4516 -3.8916 -2.9561
C 1.3130 4.1707 -3.9583
C -1.6858 -1.8750 1.2938
C 2.2181 -1.9459 1.8965
C 1.3936 0.0751 2.9243
C 3.3777 -0.7905 -3.2718
C -0.4286 -4.6689 2.2059
C 2.2975 2.8054 -0.0741
C 2.8280 -1.4113 4.1563
C 0.4206 3.2653 3.6087
C -3.1700 -3.4935 -0.6816
C -1.5916 -4.8443 1.4618
C -2.2247 -3.9726 -1.5892
C -3.3165 2.0623 0.6768
C 1.8185 4.9947 2.7724
C 1.1859 3.2136 4.7659
C 2.9033 -2.2591 3.0584
C 2.0707 -1.2424 -3.3981
C 2.5908 4.9541 3.9166
C 3.8354 -0.3035 -2.0555
C -0.6043 -1.9160 0.2297
C -0.9938 -7.1609 1.1316
C 0.0333 4.3502 1.2329
C 2.0745 -0.2494 4.0876
C 2.1357 4.9001 -3.1084
C 0.4490 -5.7274 2.4043
C -4.5977 -2.8945 -2.5424
C 0.7858 2.9610 -3.5889
C -5.1573 0.9797 -0.3585
C -4.2780 0.3108 -1.1679
C 1.0991 2.5076 -2.3036
C 0.7136 4.1595 2.5774
C -4.3641 -2.9726 -1.1734
C -3.6359 -3.3431 -3.4363
C 1.9057 3.2356 -1.4443
H 0.8526 -7.7989 2.0211
H -2.7773 -6.2684 0.3641
H 3.3655 -1.6542 5.0632
H 0.1676 2.3862 -4.2644
H 4.8542 0.0458 -1.9566
H 0.7412 1.5280 -2.0195
H 3.0876 5.0298 -1.1891
H -5.3226 2.4929 1.1917
H 1.7194 -1.6347 -4.3431
H 4.0434 -0.8257 -4.1239
H -2.3218 -0.9928 1.1865
H -5.5400 -2.5068 -2.9101
H 0.0288 -2.8029 0.3430
H 0.2051 -1.5734 -2.4209
H 1.3471 -5.5766 2.9900
H -2.8769 2.7617 1.3667
H 2.0542 5.6811 1.9722
H 2.8580 4.0104 5.8311
H -0.1933 -3.7094 2.6534
H -1.2587 -1.8263 2.2981
H 3.5012 -3.1596 3.1023
H -2.3904 -0.5889 -2.6594
H -1.2230 -8.1338 0.7168
H -4.6139 -0.3694 -1.9372
H -6.2212 0.8117 -0.4608
H 0.8347 0.9983 2.8818
H -3.8207 -3.2972 -4.5018
H 3.4368 5.6194 4.0198
H 0.9179 2.5164 5.5476
H -1.1323 0.4147 -2.0562
H -1.7119 -4.2744 -3.6483
H 3.3388 0.1481 -0.0200
H 2.6637 6.0839 -5.7845
H 2.0230 0.4221 4.9343
H -1.3083 -4.4239 -1.2269
H 1.2131 6.8975 -5.0816
H -5.1278 -2.6354 -0.4808
H 2.2903 -2.6127 1.0443
H -1.0395 -1.9728 -0.7633
*
```